No. 1
{"formula": "C4H6Cl3N", "method": "wB97M-V/def2-TZVPD", "species": ["N", "C", "C", "Cl", "Cl", "Cl", "C", "C", "H", "H", "H", "H", "H", "H"], "positions_angstrom": [[0.68675, 0.51899, 1.29075], [0.09210, 0.05940, 0.08144], [0.48307, 0.94010, -1.20924], [2.24374, 0.84159, -1.68931], [0.11370, 2.68382, -0.71703], [-0.54738, 0.41340, -2.59293], [-0.13253, -1.46731, 0.02864], [-1.35452, -0.71119, 0.57061], [1.70113, 0.66284, 1.05374], [0.46141, 1.48628, 1.52123], [0.42944, -1.91590, 0.86286], [-0.36573, -2.14685, -0.81709], [-2.26162, -0.74373, 0.01601], [-1.54956, -0.62144, 1.60032]], "forces_ev_per_a": [[2.77, 0.41, -0.42], [-2.26, -1.00, -0.62], [-1.49, -0.47, 1.08], [-1.30, -0.09, 0.58], [0.26, -0.97, -0.86], [0.63, 0.50, 0.60], [-0.45, 0.25, 1.90], [2.69, 0.97, -2.45], [-0.76, -0.63, 0.64], [-0.81, -0.32, -0.18], [-0.09, -0.20, -0.75], [0.69, 1.11, 0.25], [-0.25, 0.27, -0.92], [0.38, 0.18, 1.15]], "nbo_charge": [-0.828, 0.057, -0.059, 0.007, -0.026, 0.018, -0.444, -0.363, 0.353, 0.375, 0.228, 0.248, 0.214, 0.219], "e_homo_ev": -9.9137, "total_charge": 0, "total_energy_ha": -1591.273563, "smiles": "NC1(C(Cl)(Cl)Cl)CC1"}

No. 2
{"formula": "C4H6Cl3OP", "method": "wB97M-V/def2-TZVPD", "species": ["C", "O", "C", "Cl", "C", "C", "P", "Cl", "Cl", "H", "H", "H", "H", "H", "H"], "positions_angstrom": [[-0.99783, -2.17892, -0.32863], [-0.02395, -1.52117, 0.48056], [-0.03220, -0.18847, 0.43692], [-1.54991, 0.59695, 0.60887], [1.03783, 0.59855, 0.24580], [1.19700, 2.00047, 0.64380], [2.76059, -0.74540, -0.21428], [3.74143, -0.29979, 1.56463], [3.57157, 0.35012, -1.60183], [-1.63577, -2.86201, 0.38997], [-0.46567, -2.81170, -1.19350], [-1.55870, -1.41848, -0.95262], [0.28034, 2.52301, 0.11414], [2.11519, 2.31103, 0.37637], [1.15753, 2.01537, 1.67506]], "forces_ev_per_a": [[-0.38, -1.68, -1.60], [-0.13, -0.40, -0.30], [1.51, 1.28, -0.67], [-1.10, 0.27, 0.53], [1.86, -4.30, -0.20], [-4.39, -0.72, -2.45], [-3.63, 0.57, 2.45], [0.23, 0.12, -0.29], [1.15, 1.43, -1.33], [1.06, 1.46, -1.84], [-0.86, 1.00, 2.26], [0.10, -1.01, 1.18], [2.12, -0.24, 1.31], [2.97, 1.69, -1.35], [-0.50, 0.52, 2.29]], "nbo_charge": [-0.284, -0.509, 0.197, -0.028, -0.185, -0.670, 0.758, -0.316, -0.257, 0.211, 0.194, 0.204, 0.234, 0.222, 0.227], "e_homo_ev": -8.8093, "total_charge": 0, "total_energy_ha": -1953.131388, "smiles": "CO/C(Cl)=C(/C)P(Cl)Cl"}

No. 3
{"formula": "C4H6ClFN2O", "method": "wB97M-V/def2-TZVPD", "species": ["C", "C", "C", "C", "N", "N", "O", "F", "Cl", "H", "H", "H", "H", "H", "H"], "positions_angstrom": [[0.77458, 0.38415, 0.08848], [1.52359, -1.81309, 0.62750], [1.47286, 1.66776, 0.25762], [-2.45976, -0.22718, -0.83789], [1.45285, -0.57240, 0.77224], [-1.24704, -0.66456, -0.47802], [-0.38891, 0.40577, -0.42584], [1.20255, -2.53912, -0.48261], [-3.58191, -0.04915, 0.75804], [1.85496, -2.52335, 1.51423], [2.27767, 1.50657, 0.97307], [0.69550, 2.32887, 0.65617], [1.83068, 2.06665, -0.75670], [-2.86082, -0.89965, -1.53471], [-2.54681, 0.92874, -1.13158]], "forces_ev_per_a": [[0.46, 0.11, 0.11], [-0.09, -2.52, 1.00], [-0.25, 1.35, -1.78], [-0.40, 4.49, 0.58], [-1.35, -1.74, -0.22], [2.12, -1.86, -0.16], [0.78, 0.80, 0.91], [0.41, 1.23, 1.26], [-0.22, -0.30, -0.39], [-0.48, 1.56, -2.15], [-0.04, 0.38, -0.32], [0.49, 0.43, -0.05], [-0.36, -0.38, 1.56], [-1.45, -0.84, -0.43], [0.39, -2.71, 0.08]], "nbo_charge": [0.607, 0.601, -0.671, -0.160, -0.544, -0.351, -0.231, -0.306, -0.281, 0.187, 0.248, 0.250, 0.244, 0.206, 0.203], "e_homo_ev": -7.9124, "total_charge": 0, "total_energy_ha": -900.650211}

No. 4
{"formula": "C4H6ClFNO2", "method": "wB97M-V/def2-TZVPD", "species": ["N", "C", "C", "O", "C", "O", "C", "F", "Cl", "H", "H", "H", "H", "H", "H"], "positions_angstrom": [[0.63414, 1.42885, -0.02364], [0.66087, 0.01706, 0.14639], [1.90954, -0.80453, 0.42506], [1.91083, -2.00609, 0.68817], [-0.49492, -0.62274, -0.08926], [-0.60700, -1.93550, 0.19150], [-1.82762, -0.00111, -0.59209], [-2.78856, -0.94944, -0.55718], [-2.26688, 1.25391, 0.73224], [-0.33174, 1.82146, 0.12387], [0.70491, 1.86526, -1.06043], [1.23808, 1.92432, 0.56945], [2.72762, -0.15661, 0.45161], [0.24014, -2.22028, 0.57108], [-1.70941, 0.38543, -1.57677]], "forces_ev_per_a": [[-1.38, 2.37, -4.32], [0.55, -2.13, -0.35], [-2.62, -0.42, 0.68], [-0.07, 2.04, -0.62], [-1.54, -2.67, 0.78], [-0.92, 2.30, -1.00], [0.07, -1.50, 2.60], [0.59, 0.80, -0.32], [0.07, -0.55, -1.37], [0.32, -0.58, 1.01], [0.86, -1.48, 2.35], [1.32, 1.01, 1.06], [2.32, 0.53, 0.02], [0.78, -0.60, 0.17], [-0.34, 0.88, -0.68]], "nbo_charge": [-0.697, -0.186, 0.419, -0.489, 0.406, -0.576, 0.203, -0.273, -0.030, 0.456, 0.444, 0.449, 0.144, 0.521, 0.211], "e_homo_ev": -14.7188, "total_charge": 1, "total_energy_ha": -920.982964, "smiles": "[NH3+]/C(C=O)=C(/O)[C@@H](F)Cl"}

No. 5
{"formula": "C4H6ClFO", "method": "wB97M-V/def2-TZVPD", "species": ["O", "C", "C", "F", "C", "C", "Cl", "H", "H", "H", "H", "H", "H"], "positions_angstrom": [[-1.26912, 1.65638, 0.22754], [-0.32379, 0.74013, -0.42557], [-0.90038, -0.71268, -0.34180], [-2.22706, -0.88169, -0.39433], [-0.13548, -0.92574, 0.98198], [0.62815, 0.32370, 0.60873], [2.14766, -0.10364, -0.29496], [-2.20434, 1.33691, -0.05542], [0.12044, 1.26515, -1.31893], [-0.56747, -1.34374, -1.12495], [-0.75009, -0.69539, 1.89550], [0.55276, -1.81339, 1.07114], [0.92406, 1.14403, 1.33562]], "forces_ev_per_a": [[-1.72, -1.65, -1.31], [-2.29, 1.77, -0.32], [1.33, 0.02, -0.55], [-1.87, 0.42, 0.57], [-0.01, -0.11, 1.02], [3.01, 1.54, 1.13], [0.19, -0.11, 0.31], [2.29, 0.90, 0.73], [-0.76, -1.03, 0.59], [1.07, -0.53, -0.72], [0.48, -0.63, -0.90], [-1.25, 0.72, 0.10], [-0.48, -1.31, -0.64]], "nbo_charge": [-0.725, 0.018, 0.194, -0.342, -0.472, -0.173, -0.097, 0.482, 0.202, 0.178, 0.245, 0.242, 0.247], "e_homo_ev": -10.7611, "total_charge": 0, "total_energy_ha": -791.260947, "smiles": "O[C@@H]1[C@H](F)C[C@H]1Cl"}

No. 6
{"formula": "C4H6ClFOS", "method": "wB97M-V/def2-TZVPD", "species": ["O", "C", "C", "S", "C", "C", "F", "Cl", "H", "H", "H", "H", "H", "H"], "positions_angstrom": [[-2.05043, -1.28389, -0.34559], [-1.14443, -0.47874, 0.24839], [-0.64218, 0.63747, -0.50375], [-0.24761, 2.17663, 0.40981], [0.20102, -0.50971, -0.45511], [1.49582, -0.34075, 0.35788], [1.94904, -1.59777, 0.88218], [3.03174, 0.41902, -0.43774], [-2.90430, -1.00983, -0.01723], [-1.14409, -0.33435, 1.39378], [-1.20472, 0.68393, -1.43062], [1.02650, 2.33143, 0.02274], [0.36421, -0.97269, -1.37984], [1.26942, 0.27925, 1.25511]], "forces_ev_per_a": [[-1.11, -0.88, -0.13], [1.86, -0.54, 2.86], [-1.38, 4.04, -0.99], [-0.54, -0.31, -0.49], [3.49, -0.40, 1.73], [0.38, -1.29, 1.66], [-0.67, 1.58, -1.03], [-1.95, -0.71, 0.41], [-0.65, -0.10, -0.09], [-0.02, -0.65, -1.83], [0.25, 0.83, -0.12], [-0.03, -0.06, -0.16], [-0.20, -1.14, -1.00], [0.56, -0.37, -0.81]], "nbo_charge": [-0.678, 0.110, -0.367, -0.033, -0.323, 0.256, -0.366, -0.100, 0.477, 0.195, 0.240, 0.141, 0.250, 0.198], "e_homo_ev": -9.5550, "total_charge": 0, "total_energy_ha": -1189.429808, "smiles": "O[C@@H]1[C@@H](S)[C@H]1[C@@H](F)Cl"}

No. 7
{"formula": "C4H6ClN", "method": "wB97M-V/def2-TZVPD", "species": ["C", "C", "C", "Cl", "C", "N", "H", "H", "H", "H", "H", "H"], "positions_angstrom": [[0.77762, -0.65657, 2.18444], [0.56851, -0.05207, 1.18285], [0.17104, 0.84170, 0.10351], [1.32097, 2.19115, -0.08466], [-0.09152, 0.14490, -1.22216], [-1.00960, -0.91553, -1.09658], [1.02980, -1.22049, 3.07194], [-0.77433, 1.29997, 0.46407], [0.86826, -0.26855, -1.49129], [-0.39082, 0.87192, -1.95534], [-1.86393, -0.62085, -0.67082], [-0.60600, -1.61557, -0.48597]], "forces_ev_per_a": [[0.57, -1.11, 1.37], [-0.14, 0.77, -0.68], [-1.12, 0.58, 0.70], [0.22, 0.11, -0.07], [1.22, 0.42, 0.50], [-0.37, -1.24, -0.13], [-0.20, 0.33, -0.57], [0.46, -0.06, -0.32], [0.34, -0.10, -0.60], [-0.15, 0.31, -0.34], [-0.65, 0.18, 0.18], [-0.17, -0.19, -0.04]], "nbo_charge": [-0.209, -0.038, -0.281, -0.038, -0.219, -0.805, 0.246, 0.230, 0.197, 0.204, 0.351, 0.362], "e_homo_ev": -9.7034, "total_charge": 0, "total_energy_ha": -670.888328, "smiles": "C#C[C@@H](Cl)CN"}

No. 8
{"formula": "C4H6ClN", "method": "wB97M-V/def2-TZVPD", "species": ["C", "C", "C", "C", "N", "Cl", "H", "H", "H", "H", "H", "H"], "positions_angstrom": [[0.41637, -1.65649, -0.00166], [-1.00411, 1.01375, -0.55790], [-0.18264, 1.31834, 0.62050], [0.33707, 0.44586, -0.46415], [1.31612, -2.01525, 0.68898], [-0.80718, -2.52350, -0.95997], [-1.88841, 0.53158, -0.52601], [-1.01170, 1.86134, -1.12746], [0.38501, 2.24373, 0.77940], [-0.49827, 0.95840, 1.53237], [1.24724, 0.70123, -0.97955], [1.69051, -2.87897, 0.99545]], "forces_ev_per_a": [[-1.52, 4.59, -2.52], [2.43, 1.59, -0.42], [1.69, 0.47, 0.31], [0.02, -4.39, 1.89], [1.79, 0.42, 1.44], [0.15, -0.08, 0.30], [-2.49, -1.97, 0.36], [-0.54, 1.87, -2.20], [-0.63, -0.01, -0.53], [-0.43, -1.24, 1.82], [-0.18, -0.15, -0.40], [-0.29, -1.09, -0.05]], "nbo_charge": [0.321, -0.446, -0.446, -0.146, -0.681, -0.078, 0.229, 0.208, 0.211, 0.216, 0.219, 0.393], "e_homo_ev": -8.7611, "total_charge": 0, "total_energy_ha": -670.807836}